[1]
ORCA calculation (wB97M-V/def2-TZVPD) on an isolated molecule of C19H25N5O4 at a distorted geometry.

Positions of all 53 atoms, in Å:
O (-2.972, 0.949, -2.008)
O (4.262, 2.399, 1.114)
O (1.675, 0.061, -2.307)
O (-0.451, 0.170, 0.269)
N (-0.779, 1.948, -1.130)
N (-3.277, -0.444, -0.263)
N (0.461, 2.512, -1.175)
N (3.302, 0.961, -0.384)
N (2.027, -1.657, -0.851)
C (0.064, -1.714, -2.210)
C (-2.964, -0.977, 1.044)
C (3.320, -1.471, -0.310)
C (-1.149, 0.820, -0.502)
C (-4.623, -0.765, -0.703)
C (2.537, 3.226, -0.350)
C (3.947, -0.237, -0.076)
C (5.223, -0.230, 0.487)
C (5.867, -1.401, 0.832)
C (0.680, 2.618, 1.290)
C (5.242, -2.618, 0.619)
C (-5.374, -0.732, 1.683)
C (3.487, 2.159, 0.215)
C (-3.936, -0.413, 2.082)
C (3.983, -2.642, 0.055)
C (1.133, 2.767, -0.126)
C (-5.649, -0.200, 0.278)
C (-2.557, 0.439, -0.969)
C (1.327, -0.990, -1.800)
H (-6.070, -0.287, 2.395)
H (-4.760, -0.340, -1.699)
H (0.323, -2.625, -2.748)
H (2.734, 4.160, 0.177)
H (-0.520, -1.073, -2.865)
H (-0.324, 3.030, 1.407)
H (6.852, -1.362, 1.269)
H (0.626, 1.559, 1.551)
H (-4.717, -1.855, -0.758)
H (2.602, 0.893, -1.132)
H (-5.524, -1.814, 1.698)
H (-3.074, -2.068, 0.998)
H (-5.579, 0.889, 0.277)
H (-3.804, 0.669, 2.144)
H (3.491, -3.591, -0.112)
H (-1.936, -0.740, 1.305)
H (5.729, -3.542, 0.889)
H (-3.706, -0.840, 3.059)
H (-1.377, 2.201, -1.918)
H (5.696, 0.720, 0.668)
H (1.630, -2.546, -0.579)
H (-6.652, -0.477, -0.048)
H (-0.527, -1.971, -1.335)
H (1.364, 3.117, 1.970)
H (2.717, 3.351, -1.417)

Properties
ΔE to the lowest compared entry with this formula, charge and spin	17.4	kcal per mole
SMILES	CC(=O)Nc1ccccc1NC(=O)C/C(C)=N/NC(=O)C(=O)N1CCCCC1
HOMO energy	-8.252	eV
Kohn-Sham gap	8.79	eV

[2]
ORCA calculation (wB97M-V/def2-TZVPD) on a cluster of 14 separate species, C28H84O28 in total at a distorted geometry.

Positions of all 140 atoms, in Å:
O (4.315, 0.197, -1.573)
O (-2.111, -0.743, 7.018)
O (-5.738, -1.487, -1.553)
O (4.623, -2.160, -2.587)
O (-1.493, -3.361, -2.327)
O (1.051, 1.106, -4.989)
O (-0.816, -0.998, 1.733)
O (-3.120, 0.329, 4.526)
O (0.783, 2.591, -0.275)
O (-1.661, -3.827, 2.618)
O (-4.263, -1.421, 1.103)
O (6.299, -2.443, -0.175)
O (1.577, -0.624, -1.086)
O (-1.698, 4.458, -1.119)
O (-1.056, 1.814, -2.389)
O (5.349, 3.855, 3.222)
O (3.831, 1.100, 3.116)
O (-4.485, 1.026, -2.302)
O (1.689, 5.297, 3.066)
O (-0.802, -6.565, 2.694)
O (0.969, 5.280, -1.843)
O (7.206, -0.039, -2.010)
O (0.010, -4.143, -4.919)
O (-3.095, 0.911, 1.818)
O (1.857, 2.737, 2.201)
O (-6.866, -0.479, 2.159)
O (-5.388, 1.498, 0.265)
O (0.511, -1.407, -3.394)
C (-1.947, -6.073, 2.045)
C (-0.721, -5.023, -4.046)
C (-3.007, 1.927, 0.790)
C (-1.324, 3.009, -3.127)
C (-3.727, -0.172, -2.066)
C (5.036, 1.564, 2.510)
C (-6.497, -1.837, 2.004)
C (0.574, 4.444, 3.460)
C (-1.532, 0.277, 6.291)
C (5.088, 1.047, -2.365)
C (-0.669, -4.546, -2.537)
C (-0.404, -0.828, 0.415)
C (2.019, 0.254, -4.482)
C (1.530, -1.247, -4.374)
C (-1.763, 0.043, 4.812)
C (6.444, 1.101, -1.629)
C (4.885, -2.607, -0.186)
C (-4.471, 2.476, 0.777)
C (-4.940, -2.011, 2.155)
C (-1.769, -4.643, 1.459)
C (4.338, -3.115, -1.553)
C (5.821, 2.565, 3.277)
C (-4.684, -1.310, -2.523)
C (1.107, -0.836, 0.251)
C (1.982, 4.646, -1.103)
C (0.996, 2.993, 3.372)
C (1.818, 3.133, -1.090)
C (-2.252, 3.914, -2.310)
H (-0.893, -1.563, -0.225)
H (-3.474, -0.357, -1.022)
H (-0.317, -5.800, 3.011)
H (-1.738, -5.222, -4.383)
H (-0.569, -3.593, -5.452)
H (0.673, 0.757, -5.799)
H (-2.546, -4.366, 0.747)
H (-0.234, 4.712, 2.780)
H (-3.614, 0.244, 1.362)
H (2.900, 0.345, -5.117)
H (2.428, -0.179, -1.120)
H (-4.528, -1.812, 0.267)
H (-6.425, -0.846, -1.751)
H (2.737, 2.627, -0.794)
H (-6.636, -0.185, 3.043)
H (0.357, -4.281, -2.283)
H (-0.946, -5.365, -1.873)
H (7.127, -0.774, -1.398)
H (0.100, 5.086, -1.483)
H (-0.781, 0.110, 0.006)
H (1.810, 2.817, -2.133)
H (1.476, -0.046, 0.905)
H (2.289, 0.695, -3.523)
H (-1.795, 2.815, -4.091)
H (0.889, -1.321, -2.516)
H (-1.156, 0.739, 4.233)
H (4.604, -0.702, -1.744)
H (5.027, 0.579, -3.348)
H (-0.397, 1.323, -2.887)
H (-0.409, 3.570, -3.315)
H (-0.286, -6.015, -4.167)
H (-4.165, -2.262, -2.634)
H (-5.642, 0.935, 1.000)
H (-2.357, -6.740, 1.287)
H (6.787, 2.670, 2.782)
H (-4.503, -1.523, 3.027)
H (-4.654, -3.060, 2.079)
H (1.565, -1.716, 0.703)
H (2.086, 5.155, -0.145)
H (-1.614, -2.886, 2.437)
H (-1.128, -2.605, -2.792)
H (5.664, 0.690, 2.336)
H (4.788, 1.858, 1.490)
H (-2.578, 4.704, -2.987)
H (0.331, 4.788, 4.466)
H (2.473, 4.751, 2.971)
H (5.885, 2.289, 4.330)
H (2.328, -1.930, -4.084)
H (-4.554, 3.328, 0.102)
H (5.501, 4.161, 2.325)
H (-5.096, -1.063, -3.501)
H (-6.941, -2.521, 2.727)
H (-6.804, -2.201, 1.024)
H (1.255, 2.808, 1.457)
H (4.280, -1.772, 0.169)
H (-5.046, 1.184, -1.539)
H (-0.867, -4.512, 0.861)
H (0.110, 2.358, 3.363)
H (-1.910, 1.191, 6.749)
H (-3.202, 3.459, -2.032)
H (-2.633, -6.040, 2.891)
H (4.753, 2.078, -2.486)
H (3.045, 1.417, 2.664)
H (-1.650, -0.528, 1.805)
H (-2.402, 4.978, -0.724)
H (-2.652, 1.467, -0.132)
H (-4.765, 2.852, 1.757)
H (6.363, 1.023, -0.545)
H (-0.457, 0.313, 6.470)
H (1.193, -1.725, -5.294)
H (4.429, -2.408, -3.494)
H (-2.377, 2.773, 1.065)
H (7.062, 1.983, -1.799)
H (-0.019, 2.471, -0.789)
H (4.603, -4.153, -1.754)
H (4.634, -3.331, 0.589)
H (1.651, 2.883, 4.236)
H (-3.274, 0.402, 3.581)
H (-1.623, -1.004, 4.546)
H (3.266, -3.283, -1.447)
H (6.677, -3.166, -0.682)
H (-3.013, -0.785, 6.693)
H (-2.780, -0.219, -2.603)
H (2.895, 4.825, -1.672)

Properties
ΔE to the lowest compared entry with this formula, charge and spin	60.2	kcal per mole
HOMO energy	-9.468	eV
Kohn-Sham gap	9.56	eV

[3]
ORCA calculation (wB97M-V/def2-TZVPD) on a cluster of 2 separate species, C6H12O in total.

Positions of all 19 atoms, in Å:
O (-1.275, 1.781, 0.661)
C (2.228, -0.593, -0.467)
C (3.439, -0.050, -0.502)
C (-2.742, -0.898, 0.337)
C (-1.367, -0.540, -0.216)
C (0.032, 1.635, 0.123)
C (-0.691, 0.484, 0.660)
H (1.812, -1.000, 0.451)
H (-2.660, -1.326, 1.343)
H (4.064, 0.017, 0.386)
H (1.595, -0.652, -1.350)
H (-3.362, 0.002, 0.405)
H (-3.252, -1.625, -0.302)
H (3.856, 0.356, -1.419)
H (0.838, 2.086, 0.701)
H (-0.417, 0.134, 1.660)
H (0.107, 1.763, -0.957)
H (-1.467, -0.136, -1.231)
H (-0.740, -1.439, -0.284)

Properties
ΔE to the lowest compared entry with this formula, charge and spin	55.6	kcal per mole
SMILES	CC[C@H]1CO1.C=C
HOMO energy	-10.199	eV
Kohn-Sham gap	11.27	eV

HOMO energy of number 3 (C6H12O)? -10.199 eV

Look up the ΔE to the lowest compared entry with this formula, charge and spin of the second one. 60.2 kcal per mole

What is the HOMO energy in the second record? -9.468 eV

Which of these has the lowest HOMO energy? C6H12O